Formula: C3H10O3
Source: OMol25
Level of theory: ωB97M-V/def2-TZVPD

Positions of all 16 atoms, in Å:
O -0.559 -1.530 -0.874
C -0.874 -0.372 -0.992
C 0.077 0.764 -0.718
C 0.187 1.793 -1.861
H -1.933 -0.101 -1.154
H 1.065 0.367 -0.492
H -0.354 1.115 0.231
H 0.661 1.305 -2.702
H 0.845 2.600 -1.562
H -0.804 2.201 -2.045
H 0.392 -2.158 0.772
H 1.397 -3.154 1.239
O 0.858 -2.455 1.579
H 0.095 -0.703 2.539
H -0.632 0.226 3.479
O -0.421 0.101 2.562

HOMO level = -0.3674 hartree
SMILES = CCC=O.O.O
energy relative to the best compared isomer or geometry (same formula, charge and spin) = 0.106 eV


Formula: C3H10O3
Source: OMol25
Level of theory: ωB97M-V/def2-TZVPD

Positions of all 16 atoms, in Å:
C -1.843 -1.135 0.382
C -0.431 -0.802 0.769
C 0.672 -1.184 0.142
O 1.922 -0.954 0.678
H -2.303 -1.676 1.205
H -2.444 -0.242 0.247
H -1.919 -1.729 -0.530
H -0.334 -0.313 1.736
H 0.791 -1.825 -0.713
H 2.000 -0.030 0.957
H 2.577 2.551 0.462
H 1.121 2.160 0.959
O 1.855 1.927 0.383
H 0.230 0.939 -2.106
H -1.279 1.352 -2.002
O -0.613 0.960 -2.568

HOMO level = -0.3202 hartree
SMILES = C/C=C/O.O.O
energy relative to the best compared isomer or geometry (same formula, charge and spin) = 0.775 eV


Formula: C3H10O3
Source: OMol25
Level of theory: ωB97M-V/def2-TZVPD

Positions of all 16 atoms, in Å:
C 1.605 -0.779 0.453
O 2.899 -1.211 0.714
C 1.083 0.540 0.834
C -0.211 0.950 0.287
O -0.580 2.310 0.444
H 1.630 -0.946 -0.556
H 0.860 -1.564 0.776
H 3.210 -1.209 1.649
H 1.014 0.523 1.956
H 1.642 1.408 0.546
H -0.190 0.572 -0.793
H -1.082 0.422 0.740
H -1.493 2.476 0.234
H -3.955 -1.543 -2.860
H -3.356 -0.516 -2.095
O -3.077 -1.433 -2.331

HOMO level = -0.3753 hartree
SMILES = OCCCO.O
energy relative to the best compared isomer or geometry (same formula, charge and spin) = 1.715 eV


Formula: C3H10O3P2
Source: OMol25
Level of theory: ωB97M-V/def2-TZVPD

Positions of all 18 atoms, in Å:
C -0.980 0.061 -2.647
C 1.661 0.837 0.873
C -0.663 -0.313 2.309
O 1.655 -0.590 -2.010
O -0.961 1.517 0.222
O -0.160 -0.896 -0.208
P 0.258 -0.939 -1.775
P -0.114 0.446 0.745
H -0.857 1.092 -2.315
H -0.794 -0.001 -3.715
H -1.985 -0.275 -2.413
H 1.991 1.211 -0.094
H 1.794 1.610 1.625
H 2.234 -0.048 1.131
H -1.705 -0.604 2.197
H -0.061 -1.179 2.562
H -0.590 0.436 3.094
H -0.067 -2.275 -1.957

HOMO level = -0.3877 hartree
SMILES = C[P@@H](=O)OP(C)(C)=O
energy relative to the best compared isomer or geometry (same formula, charge and spin) = 0.000 eV


Among the records above, which one has the highest HOMO level?
number 2


Among the records above, which one has the lowest HOMO level?
C3H10O3P2


What did the fourth record say?
Formula: C3H10O3P2
Source: OMol25
Level of theory: ωB97M-V/def2-TZVPD

Positions of all 18 atoms, in Å:
C -0.980 0.061 -2.647
C 1.661 0.837 0.873
C -0.663 -0.313 2.309
O 1.655 -0.590 -2.010
O -0.961 1.517 0.222
O -0.160 -0.896 -0.208
P 0.258 -0.939 -1.775
P -0.114 0.446 0.745
H -0.857 1.092 -2.315
H -0.794 -0.001 -3.715
H -1.985 -0.275 -2.413
H 1.991 1.211 -0.094
H 1.794 1.610 1.625
H 2.234 -0.048 1.131
H -1.705 -0.604 2.197
H -0.061 -1.179 2.562
H -0.590 0.436 3.094
H -0.067 -2.275 -1.957

HOMO level = -0.3877 hartree
SMILES = C[P@@H](=O)OP(C)(C)=O
energy relative to the best compared isomer or geometry (same formula, charge and spin) = 0.000 eV


Among the records above, which one has the highest energy relative to the best compared isomer or geometry (same formula, charge and spin)?
number 3